Entry 1:
ORCA calculation (the ωB97M-V functional and the def2-TZVPD basis) on a cluster of 4 separate species, C38H80FN5O4P in total.

As for the total charge: +1. For the molar mass, the calculation gives 721.06 g/mol. As for the HOMO-LUMO gap: 0.2204 hartree. The energy is -68341.7138 eV.

Last column: Mulliken charge in e.
Element x y z (Å)
C1 1.119 2.252 1.900  -1.90
C2 -0.012 2.211 0.839  1.91
C3 0.330 3.151 -0.308  -0.26
C4 -0.614 3.172 -1.510  -1.01
C5 -0.470 2.003 -2.528  -1.71
C6 0.176 0.757 -2.000  0.53
C7 -0.623 -0.326 -1.595  1.16
C8 -2.131 -0.386 -1.721  -2.32
C9 -2.950 0.457 -0.762  -0.43
O1 -2.626 0.107 0.557  -0.01
C10 -3.597 0.451 1.534  -0.60
C11 -4.247 1.811 1.359  -1.34
C12 0.010 -1.459 -1.101  0.14
C13 -0.752 -2.684 -0.702  -0.24
O2 -1.101 -3.460 -1.517  -0.53
O3 -1.054 -2.868 0.585  -0.25
N1 -0.291 -2.015 1.430  -0.33
C14 1.386 -1.492 -1.025  0.86
F1 1.952 -2.623 -0.573  -0.46
C15 2.182 -0.437 -1.435  0.78
C16 3.668 -0.594 -1.297  -1.27
C17 4.140 -0.816 0.161  -0.55
C18 4.259 0.459 0.990  0.64
O4 4.816 0.131 2.258  -0.60
N2 1.549 0.665 -1.946  0.38
P1 2.503 2.049 -2.675  0.03
C19 3.748 2.611 -1.461  -0.79
C20 3.418 1.314 -4.066  -1.26
H1 2.019 2.695 1.468  0.41
H2 1.417 1.252 2.200  0.25
H3 0.863 2.861 2.760  0.44
H4 -0.931 2.491 1.344  0.39
H5 -0.091 1.174 0.531  -1.06
H6 1.356 2.956 -0.593  -0.64
H7 0.330 4.159 0.109  0.65
H8 -1.631 3.295 -1.151  0.54
H9 -0.391 4.086 -2.055  0.45
H10 -1.458 1.706 -2.863  0.30
H11 0.021 2.387 -3.408  0.80
H12 -2.483 -1.404 -1.623  0.58
H13 -2.393 -0.076 -2.732  0.69
H14 -2.837 1.516 -0.989  0.09
H15 -3.999 0.215 -0.955  0.73
H16 -4.386 -0.302 1.601  0.52
H17 -3.068 0.477 2.483  0.34
H18 -4.938 1.834 0.520  0.36
H19 -3.509 2.588 1.164  0.27
H20 -4.809 2.105 2.239  0.43
H21 0.453 -2.596 1.797  0.28
H22 -0.909 -1.727 2.175  0.22
H23 4.234 0.213 -1.745  -0.07
H24 3.935 -1.495 -1.846  0.55
H25 5.131 -1.250 0.095  0.49
H26 3.481 -1.485 0.696  0.23
H27 3.276 0.918 1.098  -0.62
H28 4.958 1.137 0.506  0.17
H29 4.135 0.269 2.922  0.33
H30 3.365 2.553 -0.452  -0.05
H31 3.931 3.654 -1.698  0.52
H32 4.698 2.089 -1.537  0.47
H33 2.687 0.819 -4.700  0.29
H34 3.835 2.128 -4.651  0.55
H35 4.197 0.607 -3.794  0.46
C21 5.923 1.599 -9.510  -1.41
C22 5.503 0.320 -8.802  -0.37
N3 4.101 0.307 -8.420  0.21
C23 3.762 -0.784 -7.527  -0.49
C24 3.879 -2.223 -8.046  -1.20
C25 3.154 0.562 -9.495  -0.72
C26 3.174 -0.375 -10.710  -0.98
H36 5.699 2.475 -8.900  0.32
H37 6.998 1.578 -9.694  0.43
H38 5.432 1.715 -10.477  0.30
H39 6.097 0.228 -7.889  0.44
H40 5.774 -0.538 -9.436  0.25
H41 2.743 -0.627 -7.157  0.32
H42 4.406 -0.691 -6.644  0.29
H43 3.061 -2.482 -8.715  0.25
H44 3.835 -2.921 -7.207  0.44
H45 4.822 -2.398 -8.564  0.28
H46 3.315 1.582 -9.849  0.40
H47 2.148 0.575 -9.067  0.35
H48 4.188 -0.597 -11.043  0.25
H49 2.654 0.099 -11.545  0.37
H50 2.664 -1.316 -10.512  0.28
C27 -9.634 -2.727 4.505  -1.41
C28 -8.744 -3.263 3.394  -0.36
N4 -7.803 -2.280 2.887  0.12
C29 -7.139 -2.704 1.667  -0.61
C30 -6.208 -3.923 1.739  -0.97
C31 -6.953 -1.655 3.884  -0.44
C32 -6.052 -2.566 4.733  -0.96
H51 -10.170 -1.835 4.179  0.33
H52 -10.370 -3.483 4.781  0.43
H53 -9.069 -2.482 5.405  0.29
H54 -9.386 -3.566 2.564  0.44
H55 -8.247 -4.178 3.752  0.26
H56 -6.577 -1.859 1.256  0.25
H57 -7.914 -2.918 0.925  0.42
H58 -5.255 -3.683 2.210  0.15
H59 -5.982 -4.271 0.729  0.43
H60 -6.661 -4.756 2.275  0.31
H61 -7.587 -1.082 4.564  0.39
H62 -6.330 -0.902 3.392  0.08
H63 -6.575 -3.459 5.074  0.26
H64 -5.718 -2.026 5.621  0.40
H65 -5.158 -2.877 4.195  0.23
C33 3.170 0.980 5.051  -1.22
C34 2.727 1.468 6.421  -0.72
N5 1.284 1.546 6.555  0.20
C35 0.858 2.252 7.754  -0.67
C36 1.197 1.638 9.117  -1.00
C37 0.558 0.326 6.249  -0.37
C38 0.896 -0.939 7.050  -1.11
H66 2.749 1.609 4.264  0.21
H67 4.259 1.022 4.978  0.54
H68 2.872 -0.056 4.869  0.41
H69 3.131 2.473 6.568  0.48
H70 3.192 0.832 7.189  0.27
H71 -0.222 2.412 7.694  0.36
H72 1.298 3.253 7.713  0.41
H73 0.557 0.789 9.354  0.23
H74 1.039 2.381 9.901  0.40
H75 2.236 1.316 9.179  0.28
H76 0.705 0.105 5.186  -0.08
H77 -0.510 0.535 6.341  0.47
H78 1.971 -1.073 7.176  0.24
H79 0.517 -1.819 6.525  0.41
H80 0.434 -0.935 8.035  0.30

Entry 2:
ORCA calculation (the ωB97M-V functional and the def2-TZVPD basis) on a cluster of 14 separate species, C38H80N8O6 in total.

For the molar mass, the calculation gives 745.11 g/mol. As for the HOMO-LUMO gap: 0.3774 hartree. The energy is -64904.2398 eV.

Last column: Mulliken charge in e.
Element x y z (Å)
C1 -2.005 3.900 -1.217  -0.06
O1 -1.117 3.838 -2.274  -0.59
H1 -2.308 4.931 -0.938  0.36
H2 -2.869 3.247 -1.431  -0.12
H3 -1.535 3.439 -0.311  -0.08
H4 -1.002 2.879 -2.441  0.33
C2 -1.929 2.700 2.565  -0.34
O2 -2.042 4.099 2.403  -0.43
H5 -2.906 2.236 2.295  0.35
H6 -1.139 2.353 1.894  -0.14
H7 -1.671 2.372 3.594  0.31
H8 -2.812 4.432 2.862  0.23
C3 1.188 1.538 -4.014  -0.42
O3 -0.067 0.816 -3.586  -0.11
H9 1.275 2.475 -3.367  0.00
H10 2.041 0.850 -3.912  0.09
H11 0.960 1.824 -5.021  0.49
H12 -0.327 0.256 -4.303  0.02
C4 -3.102 -1.003 4.376  -0.40
O4 -3.911 -1.319 3.280  -0.59
H13 -3.675 -0.580 5.196  0.31
H14 -2.598 -1.889 4.723  0.14
H15 -2.360 -0.261 4.040  0.14
H16 -3.510 -1.983 2.755  0.27
C5 -1.679 -1.624 -5.790  -0.14
O5 -1.184 -0.249 -6.105  -0.53
H17 -2.720 -1.636 -5.330  0.02
H18 -1.679 -2.303 -6.685  0.38
H19 -0.964 -2.001 -5.071  -0.01
H20 -1.684 0.178 -6.787  0.26
C6 -6.749 4.125 1.559  -0.57
O6 -6.202 3.423 0.427  -0.40
H21 -7.564 4.807 1.389  0.32
H22 -7.098 3.387 2.260  0.27
H23 -5.877 4.707 1.934  0.13
H24 -6.933 3.222 -0.142  0.26
C7 -0.021 -6.120 3.308  -1.56
C8 0.481 -4.671 3.245  0.38
C9 -0.599 -3.635 3.534  -0.56
C10 -1.573 -3.502 2.491  0.59
N1 -2.331 -3.495 1.615  -0.74
H25 -0.662 -6.350 4.153  0.37
H26 0.884 -6.668 3.416  0.46
H27 -0.472 -6.476 2.394  0.33
H28 0.918 -4.472 2.295  -0.51
H29 1.243 -4.497 3.996  0.45
H30 -0.122 -2.691 3.828  0.28
H31 -1.178 -3.957 4.353  0.58
C11 3.401 2.074 2.583  -0.50
C12 2.768 1.862 3.917  -0.48
C13 2.965 0.485 4.591  0.18
C14 4.352 0.143 4.693  0.15
N2 5.455 -0.218 4.770  -0.56
H32 3.044 1.319 1.844  -0.03
H33 4.506 2.136 2.543  0.47
H34 3.059 3.035 2.116  0.05
H35 1.685 2.036 3.788  0.06
H36 3.046 2.687 4.625  0.40
H37 2.516 -0.303 3.956  -0.17
H38 2.466 0.487 5.566  0.42
C15 4.096 -0.574 -2.422  -1.14
C16 4.482 0.274 -1.188  0.32
C17 3.843 1.653 -1.294  1.56
C18 4.425 2.557 -2.322  -0.10
N3 4.851 3.324 -3.026  -0.58
H39 4.570 -1.529 -2.419  0.53
H40 4.433 -0.104 -3.357  0.38
H41 3.020 -0.801 -2.379  -0.08
H42 5.575 0.378 -1.173  0.46
H43 4.079 -0.258 -0.332  -0.45
H44 3.965 2.242 -0.355  0.04
H45 2.792 1.526 -1.422  -0.94
C19 0.452 -4.893 -3.446  -1.40
C20 0.147 -3.922 -2.322  0.72
C21 0.113 -4.540 -0.954  0.71
C22 1.378 -5.200 -0.546  -0.03
N4 2.339 -5.673 -0.158  -0.57
H46 0.565 -4.262 -4.345  0.36
H47 -0.397 -5.560 -3.679  0.34
H48 1.318 -5.561 -3.189  0.36
H49 -0.840 -3.436 -2.446  0.09
H50 0.825 -3.038 -2.291  -0.31
H51 -0.683 -5.290 -0.827  0.47
H52 -0.120 -3.781 -0.217  -0.73
C23 6.136 -2.334 1.832  -1.10
C24 5.091 -3.161 2.627  -0.50
C25 3.974 -3.830 1.730  -0.59
C26 3.085 -2.828 1.065  0.09
N5 2.385 -2.049 0.541  -0.16
H53 6.426 -2.946 0.971  0.41
H54 6.933 -2.061 2.498  0.39
H55 5.768 -1.438 1.360  0.12
H56 4.567 -2.518 3.333  0.19
H57 5.617 -3.963 3.183  0.38
H58 3.343 -4.568 2.236  0.31
H59 4.508 -4.288 0.896  0.43
C27 0.297 6.068 1.581  -0.96
C28 1.426 6.211 0.612  -0.41
C29 1.302 5.346 -0.658  -0.89
C30 1.108 3.943 -0.501  0.12
N6 1.000 2.812 -0.296  0.08
H60 0.528 6.612 2.500  0.40
H61 0.115 5.006 1.872  0.08
H62 -0.679 6.423 1.321  0.29
H63 2.366 6.002 1.113  0.26
H64 1.581 7.233 0.154  0.31
H65 2.181 5.551 -1.319  0.42
H66 0.483 5.782 -1.309  0.28
C31 -2.679 0.005 -0.243  -0.59
C32 -1.554 -0.893 -0.750  0.06
C33 -0.099 -0.469 -0.420  2.66
C34 0.052 -0.306 0.994  -0.51
N7 0.088 -0.062 2.104  -0.41
H67 -2.640 0.127 0.832  0.16
H68 -3.560 -0.532 -0.502  0.37
H69 -2.741 0.999 -0.724  -0.54
H70 -1.763 -1.198 -1.732  0.45
H71 -1.719 -1.841 -0.244  -0.41
H72 0.003 0.585 -0.871  -0.72
H73 0.694 -1.148 -0.798  -0.40
C35 -4.718 -1.162 -3.346  -1.21
C36 -4.053 0.149 -3.721  0.58
C37 -4.676 1.424 -3.158  -0.08
C38 -5.972 1.808 -3.695  -0.07
N8 -7.024 2.121 -4.092  -0.53
H74 -4.654 -1.318 -2.268  0.26
H75 -4.145 -1.924 -3.827  0.28
H76 -5.738 -1.284 -3.621  0.41
H77 -3.963 0.259 -4.807  0.53
H78 -3.012 0.133 -3.392  -0.42
H79 -4.038 2.284 -3.330  0.24
H80 -4.932 1.310 -2.072  0.09

Entry 3:
ORCA calculation (the ωB97M-V functional and the def2-TZVPD basis) on a cluster of 14 separate species, C38H80O38 in total.

For the molar mass, the calculation gives 1145.02 g/mol. As for the HOMO-LUMO gap: 0.3799 hartree. The energy is -118505.4927 eV.

Last column: Mulliken charge in e.
Element x y z (Å)
C1 1.639 6.133 -0.112  -0.86
O1 2.274 4.919 0.377  -0.19
C2 2.904 4.201 -0.540  0.60
O2 2.988 4.381 -1.711  -0.61
O3 3.465 3.124 -0.020  0.02
C3 3.705 3.005 1.401  -0.83
H1 1.941 6.359 -1.135  0.41
H2 2.050 6.852 0.573  0.30
H3 0.601 5.987 0.012  0.17
H4 4.574 2.420 1.481  0.29
H5 2.907 2.617 1.957  0.21
H6 3.962 3.946 1.837  0.43
C4 -2.299 -4.118 4.910  -0.97
O4 -1.702 -2.924 4.401  0.04
C5 -2.385 -1.802 4.866  0.58
O5 -3.213 -1.813 5.730  -0.62
O6 -1.865 -0.719 4.312  0.07
C6 -2.433 0.501 4.692  -0.80
H7 -2.957 -3.971 5.790  0.35
H8 -1.492 -4.764 5.131  0.27
H9 -2.843 -4.498 4.036  0.24
H10 -1.922 0.922 5.581  0.26
H11 -3.519 0.439 4.883  0.44
H12 -2.265 1.157 3.835  0.15
C7 7.887 0.073 -1.975  -0.83
O7 6.483 -0.264 -1.911  -0.27
C8 5.844 -0.231 -0.711  0.73
O8 6.267 0.352 0.274  -0.62
O9 4.683 -0.820 -0.750  -0.04
C9 3.949 -0.881 0.486  -0.28
H13 8.254 -0.533 -2.789  0.25
H14 8.463 -0.144 -1.069  0.35
H15 7.916 1.139 -2.149  0.29
H16 2.988 -1.224 0.187  0.01
H17 3.935 0.116 0.963  -0.11
H18 4.428 -1.584 1.206  0.41
C10 -3.816 2.456 -5.448  -0.66
O10 -2.377 2.464 -5.377  -0.30
C11 -1.779 3.585 -4.808  0.87
O11 -2.296 4.518 -4.353  -0.58
O12 -0.452 3.406 -4.903  -0.28
C12 0.345 4.522 -4.446  -0.51
H19 -4.061 3.051 -6.372  0.30
H20 -4.170 3.030 -4.614  0.32
H21 -4.197 1.451 -5.526  0.20
H22 0.342 5.388 -5.093  0.40
H23 1.304 3.996 -4.559  0.14
H24 0.051 4.751 -3.416  0.13
C13 -1.814 4.208 -1.152  0.06
O13 -2.752 3.414 -0.343  -0.36
C14 -3.825 2.947 -1.002  0.89
O14 -3.948 3.018 -2.181  -0.61
O15 -4.725 2.401 -0.158  -0.43
C15 -5.802 1.756 -0.801  -0.54
H25 -1.709 5.196 -0.598  0.11
H26 -2.241 4.376 -2.148  0.33
H27 -0.809 3.676 -1.208  -0.34
H28 -6.702 1.819 -0.233  0.36
H29 -5.513 0.718 -0.939  0.01
H30 -6.011 2.290 -1.729  0.33
C16 4.766 0.400 5.431  -0.69
O16 3.643 -0.396 5.906  -0.43
C17 2.858 -0.850 4.909  0.62
O17 2.850 -0.569 3.760  -0.29
O18 2.100 -1.785 5.433  -0.41
C18 1.386 -2.694 4.558  -0.20
H31 5.136 -0.188 4.585  0.34
H32 5.509 0.433 6.232  0.27
H33 4.578 1.410 5.163  0.23
H34 2.076 -2.957 3.749  0.32
H35 0.433 -2.244 4.137  -0.07
H36 1.201 -3.527 5.238  0.23
C19 -2.952 -0.762 0.674  -0.15
O19 -3.095 -1.669 1.765  0.32
C20 -4.388 -2.021 1.877  0.65
O20 -5.295 -1.407 1.382  -0.55
O21 -4.580 -3.099 2.589  -0.16
C21 -5.924 -3.498 2.813  -0.89
H37 -3.373 -1.133 -0.250  0.12
H38 -1.842 -0.665 0.471  -0.75
H39 -3.435 0.214 0.913  0.41
H40 -6.167 -3.051 3.752  0.32
H41 -5.920 -4.610 2.907  0.22
H42 -6.571 -3.160 2.036  0.36
C22 -0.013 -3.319 0.748  0.40
O22 0.855 -4.446 0.873  -0.26
C23 0.518 -5.454 0.079  0.94
O23 -0.523 -5.647 -0.486  -0.61
O24 1.595 -6.301 0.099  -0.34
C24 1.383 -7.470 -0.726  -0.70
H43 0.600 -2.405 0.687  -0.31
H44 -0.638 -3.156 1.675  -0.15
H45 -0.670 -3.320 -0.103  0.13
H46 2.078 -8.253 -0.462  0.29
H47 1.516 -7.214 -1.770  0.27
H48 0.309 -7.823 -0.572  0.26
C25 -0.569 -0.924 -6.350  -0.62
O25 -1.424 -1.930 -5.902  -0.38
C26 -1.040 -2.585 -4.807  0.95
O26 -0.031 -2.298 -4.215  -0.46
O27 -1.976 -3.536 -4.495  -0.39
C27 -1.728 -4.307 -3.279  -0.26
H49 0.372 -1.071 -5.868  0.35
H50 -0.920 0.065 -6.068  0.16
H51 -0.467 -1.012 -7.438  0.26
H52 -2.119 -5.271 -3.481  0.34
H53 -2.359 -3.814 -2.524  0.16
H54 -0.691 -4.362 -2.977  0.04
C28 2.047 2.708 7.414  -0.60
O28 2.307 3.465 6.223  -0.36
C29 1.364 3.613 5.364  1.01
O29 0.264 3.117 5.458  -0.61
O30 1.656 4.434 4.379  -0.42
C30 0.798 4.527 3.273  -0.12
H55 0.983 2.421 7.479  0.31
H56 2.365 3.291 8.222  0.28
H57 2.601 1.789 7.264  0.18
H58 0.901 3.590 2.744  -0.19
H59 0.995 5.429 2.678  0.11
H60 -0.218 4.583 3.678  0.41
C31 -6.791 -2.178 -2.312  -0.79
O31 -5.260 -2.208 -2.306  -0.26
C32 -4.682 -1.115 -2.892  0.64
O32 -5.290 -0.266 -3.479  -0.60
O33 -3.402 -1.229 -2.771  0.14
C33 -2.697 -0.132 -3.329  -0.34
H61 -7.179 -1.703 -3.185  0.33
H62 -7.013 -1.658 -1.428  0.29
H63 -7.088 -3.251 -2.188  0.25
H64 -3.111 0.852 -3.294  0.07
H65 -2.402 -0.299 -4.341  0.34
H66 -1.689 -0.112 -2.852  0.02
C34 0.477 0.717 2.419  0.73
O34 0.219 1.716 1.356  -0.06
C35 0.429 1.122 0.189  0.28
O35 0.392 -0.057 -0.015  -0.41
O36 0.793 2.086 -0.705  0.80
C36 1.175 1.581 -2.004  -0.40
H67 1.556 0.425 2.340  -0.21
H68 -0.232 -0.152 2.364  -0.36
H69 0.403 1.231 3.406  -0.08
H70 1.548 2.469 -2.458  -0.08
H71 0.279 1.186 -2.508  -0.02
H72 1.919 0.812 -1.866  0.17
C37 4.739 1.588 -4.305  -0.38
O37 5.288 0.292 -4.311  -0.55
H73 3.642 1.546 -4.140  0.02
H74 5.137 2.218 -3.543  0.30
H75 4.904 2.067 -5.289  0.33
H76 5.308 -0.219 -3.509  0.35
C38 3.187 -4.009 -2.004  -0.61
O38 1.812 -4.107 -2.344  -0.30
H77 3.292 -4.054 -0.896  0.19
H78 3.710 -4.886 -2.360  0.37
H79 3.753 -3.128 -2.359  0.17
H80 1.499 -3.218 -2.570  0.13